No. 1
The following is a DFT calculation (ωB97M-V with the def2-TZVPD basis set) of C3H3NO2 as an isolated structure at a distorted geometry.

XYZ file:
```
9
Properties=species:S:1:pos:R:3:forces:R:3:mulliken_charge:R:1
C 0.2345 -0.4268 0.7997 0.407 0.873 -2.056 0.39
C 0.5912 0.9871 0.2099 -0.114 -3.593 -3.338 -0.40
C -0.7440 -0.8057 -0.3466 0.845 0.307 2.265 0.14
N -0.8615 0.5027 -0.9495 1.552 1.434 1.607 -0.38
O 0.5480 -0.9708 1.8037 -0.122 -0.087 0.415 -0.49
O -0.3070 -0.6341 -1.6004 2.300 0.815 -1.821 -0.28
H 0.3733 1.8162 0.7777 -0.746 1.791 1.297 0.31
H 1.6087 1.0965 -0.3431 -2.100 -0.402 0.686 0.23
H -1.4432 -1.5651 -0.3514 -2.024 -1.138 0.945 0.48
```
Forces are in eV/Å.

Results
* LUMO level: 0.6 eV
* charge: 0
* electronic energy: -8739.368 eV
* strongest force on any atom: 4.9 eV Å⁻¹
* ΔE to the lowest compared entry with this formula, charge and spin: 132.9 kcal/mol
* highest occupied orbital energy: -9.81 eV

=====

No. 2
The following is a DFT calculation (ωB97M-V with the def2-TZVPD basis set) of Br2HOP as an isolated structure at a distorted geometry.

XYZ file:
```
5
Properties=species:S:1:pos:R:3:forces:R:3:mulliken_charge:R:1
O -1.1916 -0.4445 0.0205 -1.442 -0.100 3.031 -0.28
P 0.0760 -0.2440 0.8995 1.146 1.907 0.993 0.45
Br 0.5420 2.6483 0.0303 -0.190 -2.170 0.473 -0.42
Br 1.5132 -1.5627 -0.1045 0.119 0.318 -0.111 -0.08
H -0.9396 -0.3970 -0.8458 0.367 0.044 -4.386 0.34
```
Forces are in eV/Å.

Results
* LUMO level (alpha / beta): -2.3 / -2.3 eV
* charge: 0
* electronic energy: -151437.482 eV
* strongest force on any atom: 4.4 eV Å⁻¹
* ΔE to the lowest compared entry with this formula, charge and spin: 38.9 kcal/mol
* highest occupied orbital energy (alpha / beta): -9.46 / -9.46 eV

=====

No. 3
The following is a DFT calculation (ωB97M-V with the def2-TZVPD basis set) of a 2-piece molecular cluster, C2H4OS2 overall at a distorted geometry.

XYZ file:
```
9
Properties=species:S:1:pos:R:3:forces:R:3:mulliken_charge:R:1
C 1.3237 -1.4954 -0.9438 4.839 1.002 0.215 -0.16
C -0.6754 -0.2016 0.1289 0.481 -0.622 -2.822 -0.74
O 3.7980 -2.0577 -0.9989 1.978 0.334 -0.030 -0.48
S 2.5077 -2.7006 -1.0328 -3.283 1.572 0.188 0.34
S -0.3257 -1.5077 -1.1336 -0.463 0.181 0.195 -0.02
H 2.3065 -0.0284 -0.7266 -2.300 -3.322 -0.551 0.19
H -1.1919 -0.6844 0.8798 -1.436 -0.278 1.633 0.31
H -1.1150 0.5237 -0.5183 -1.107 0.736 0.452 0.30
H 0.2585 0.1707 0.4160 1.289 0.397 0.719 0.26
```
Forces are in eV/Å.

Results
* LUMO level: -0.4 eV
* charge: 0
* electronic energy: -25852.086 eV
* strongest force on any atom: 4.9 eV Å⁻¹
* ΔE to the lowest compared entry with this formula, charge and spin: 101.7 kcal/mol
* highest occupied orbital energy: -8.38 eV